The following is a DFT calculation (ωB97M-V/def2-TZVPD) of 6 unconnected molecules or ions with the total composition C20H46N2O9PS5 in a non-equilibrium geometry.

Geometry as XYZ:
```
83
Properties=species:S:1:pos:R:3:lowdin_charge:R:1
C -5.783 0.165 -3.298 -0.145
C -4.664 1.237 -2.762 -0.278
C -3.218 1.178 -3.534 -0.184
C -2.651 2.678 -3.964 -0.210
N -1.504 3.170 -3.109 -0.001
C -1.893 3.380 -1.662 -0.067
C -3.391 4.058 -1.354 0.088
C -3.931 4.327 0.204 0.019
C -5.436 4.953 0.437 -0.234
O -6.176 4.569 1.513 0.009
O -6.111 5.903 -0.484 0.032
C -2.880 3.917 1.407 0.073
C -1.417 3.302 0.999 0.019
N -0.996 3.050 -0.463 -0.211
P 0.644 2.339 -0.672 0.976
O 1.064 1.422 0.791 -0.335
O 1.731 3.719 -0.629 -0.319
H -6.029 0.255 -4.456 0.092
H -6.801 0.443 -2.741 0.089
H -5.543 -0.949 -2.975 0.092
H -5.075 2.338 -2.899 0.088
H -4.488 1.108 -1.591 0.117
H -2.402 0.524 -2.972 0.126
H -3.419 0.612 -4.566 0.123
H -3.534 3.464 -4.088 0.126
H -2.209 2.546 -5.065 0.145
H -0.696 2.520 -3.226 0.106
H -4.151 4.366 -2.202 0.103
H -5.420 6.065 -1.211 0.118
H -3.153 4.067 2.539 0.134
H -0.667 3.048 1.889 0.129
H 1.313 2.136 1.477 0.074
H 1.494 4.263 0.184 0.075
C 5.234 0.519 0.317 -0.254
S 4.464 1.615 -0.899 0.771
O 4.835 1.109 -2.262 -0.555
C 5.511 3.048 -0.548 -0.258
H 4.758 -0.462 0.250 0.046
H 6.301 0.419 0.107 0.060
H 5.085 0.925 1.320 0.054
H 6.561 2.791 -0.704 0.061
H 5.353 3.371 0.484 0.054
H 5.232 3.858 -1.226 0.053
C 2.192 -3.073 -1.177 -0.282
S 2.552 -4.842 -1.300 0.812
O 1.760 -5.538 -0.233 -0.569
C 4.261 -4.724 -0.719 -0.270
H 1.149 -2.910 -1.459 0.044
H 2.346 -2.730 -0.151 0.046
H 2.841 -2.520 -1.860 0.045
H 4.288 -4.278 0.278 0.057
H 4.843 -4.117 -1.417 0.006
H 4.684 -5.730 -0.678 0.060
C 0.746 -0.766 3.981 -0.269
S -0.857 -0.032 3.579 0.773
O -1.051 1.150 4.482 -0.582
C -1.854 -1.390 4.239 -0.272
H 1.533 -0.066 3.688 0.037
H 0.813 -0.956 5.055 0.061
H 0.870 -1.699 3.427 0.056
H -1.627 -1.541 5.297 0.067
H -1.646 -2.303 3.677 0.064
H -2.910 -1.131 4.129 0.009
C 6.804 -1.523 -3.385 -0.270
S 7.120 -3.293 -3.589 0.833
O 6.714 -3.973 -2.315 -0.570
C 8.925 -3.161 -3.583 -0.267
H 5.724 -1.368 -3.324 0.038
H 7.274 -1.162 -2.467 0.053
H 7.199 -0.980 -4.247 0.058
H 9.263 -2.698 -2.653 0.058
H 9.250 -2.564 -4.439 0.054
H 9.347 -4.165 -3.663 0.053
C -5.745 -4.523 4.603 -0.264
S -5.897 -2.734 4.380 0.845
O -4.530 -2.201 4.066 -0.583
C -6.241 -2.359 6.117 -0.264
H -5.490 -4.972 3.641 0.053
H -4.956 -4.744 5.326 0.060
H -6.697 -4.929 4.951 0.056
H -5.421 -2.714 6.746 0.060
H -7.177 -2.836 6.415 0.056
H -6.337 -1.276 6.226 0.052
```

Summary:
Maximum force (eV Å⁻¹): 9.57
Molar mass (g/mol): 649.9
E_tot (Ha): -3907.8585
HOMO energy (eV): -10.02
Charge: +1
2S+1: 1

The following is a DFT calculation (ωB97M-V/def2-TZVPD) of 3 unconnected molecules or ions with the total composition C20H46N5O9P2 in a non-equilibrium geometry.

Geometry as XYZ:
```
82
Properties=species:S:1:pos:R:3:lowdin_charge:R:1
N -7.480 -1.332 2.234 0.094
C -8.396 -0.814 1.233 -0.676
N -9.592 -0.295 1.926 0.067
N -8.794 -1.891 0.323 0.088
C -7.796 0.402 0.516 -0.068
C -6.343 0.257 0.146 -0.077
C -5.827 -1.025 -0.166 -0.019
N -4.593 -1.296 -0.525 0.148
N -3.826 -0.224 -0.578 0.073
C -4.170 1.013 -0.288 0.043
C -5.467 1.339 0.108 -0.114
C -5.856 2.750 0.460 -0.097
C -5.474 3.062 1.923 -0.211
O -4.162 2.639 2.272 -0.048
H -7.441 -0.682 3.014 0.092
H -7.894 -2.174 2.621 0.090
H -10.125 -1.061 2.325 0.083
H -10.208 0.186 1.277 0.082
H -8.578 -1.702 -0.645 0.073
H -9.773 -2.111 0.413 0.080
H -8.391 0.668 -0.361 0.148
H -7.877 1.238 1.211 0.115
H -6.483 -1.882 -0.102 0.114
H -2.871 -0.394 -0.885 0.180
H -3.403 1.772 -0.364 0.153
H -5.388 3.443 -0.240 0.134
H -6.938 2.832 0.390 0.114
H -5.523 4.139 2.088 0.128
H -6.158 2.527 2.581 0.125
H -3.565 2.844 1.547 0.074
O -0.265 1.791 -2.003 -0.266
P 1.022 2.438 -1.604 0.546
O 1.978 2.130 -2.877 -0.204
C 1.534 2.302 -4.223 -0.273
C 1.596 3.744 -4.680 -0.072
O 1.524 1.270 -0.560 -0.216
C 0.603 0.309 -0.058 -0.297
C 0.540 -0.918 -0.957 -0.069
O 1.970 3.459 -0.846 -0.174
C 3.002 4.296 -1.393 -0.244
C 2.508 5.691 -1.714 -0.067
H 0.525 1.907 -4.349 0.107
H 2.196 1.690 -4.836 0.123
H 0.927 4.371 -4.084 0.066
H 1.297 3.825 -5.725 0.084
H 2.606 4.144 -4.582 0.080
H -0.386 0.755 0.061 0.081
H 0.945 0.021 0.938 0.120
H 0.442 -0.644 -2.007 0.075
H -0.301 -1.560 -0.676 0.070
H 1.452 -1.506 -0.862 0.065
H 3.485 3.823 -2.244 0.109
H 3.754 4.351 -0.606 0.130
H 1.589 5.660 -2.300 0.063
H 3.264 6.244 -2.270 0.087
H 2.288 6.240 -0.798 0.081
O 5.854 -1.552 2.235 -0.221
P 5.567 -2.672 1.331 0.433
O 6.887 -3.094 0.525 -0.186
C 8.188 -2.989 1.117 -0.266
C 8.519 -4.149 2.031 -0.072
O 4.668 -2.078 0.130 -0.188
C 4.232 -0.718 0.137 -0.278
C 5.212 0.180 -0.591 -0.057
O 4.738 -4.013 1.410 -0.162
C 5.244 -5.353 1.395 -0.254
C 5.432 -5.911 2.792 -0.070
H 8.288 -2.045 1.654 0.112
H 8.891 -2.962 0.285 0.120
H 7.834 -4.183 2.879 0.063
H 9.534 -4.049 2.416 0.084
H 8.448 -5.100 1.500 0.079
H 4.065 -0.374 1.157 0.111
H 3.272 -0.690 -0.372 0.079
H 6.235 -0.004 -0.264 0.075
H 4.964 1.229 -0.421 0.071
H 5.172 -0.009 -1.665 0.078
H 6.148 -5.430 0.795 0.104
H 4.484 -5.936 0.876 0.123
H 5.984 -5.218 3.425 0.065
H 5.966 -6.860 2.755 0.084
H 4.466 -6.080 3.269 0.078
```

Summary:
Maximum force (eV Å⁻¹): 7.33
Molar mass (g/mol): 562.6
E_tot (Ha): -2423.1876
HOMO energy (eV): -11.53
Charge: +1
2S+1: 1

The following is a DFT calculation (ωB97M-V/def2-TZVPD) of a molecular structure, C20H46OP4PmS in a non-equilibrium geometry.

Geometry as XYZ:
```
73
Properties=species:S:1:pos:R:3:lowdin_charge:R:1
Pm 0.893 0.235 -0.282 1.310
P -1.670 -1.052 -0.876 0.710
P 0.488 -0.598 2.539 0.705
P 1.264 -2.675 -0.446 0.667
H 2.015 2.692 -1.326 0.065
C 2.096 1.928 -2.121 -0.132
C 1.020 1.355 -2.761 -0.111
H 0.062 1.879 -2.878 0.080
C -3.054 0.152 -0.885 -0.276
C -2.439 -2.297 0.248 -0.238
C -1.969 -1.830 -2.519 -0.236
C 1.861 -0.135 3.661 -0.260
C -0.884 0.288 3.382 -0.252
C 0.131 -2.300 3.130 -0.250
C 1.763 -3.007 -2.181 -0.269
C 0.396 -4.275 -0.154 -0.245
C 2.835 -3.045 0.427 -0.274
H 3.135 1.772 -2.452 0.062
H 1.070 0.428 -3.360 0.088
H -2.812 0.981 -1.562 0.042
H -3.223 0.530 0.132 0.043
H -3.972 -0.338 -1.239 0.077
H -2.640 -1.836 1.225 0.046
H -1.784 -3.164 0.388 0.011
H -3.387 -2.636 -0.190 0.078
H -1.852 -1.064 -3.299 0.058
H -2.997 -2.221 -2.553 0.074
H -1.256 -2.645 -2.700 0.030
H 1.632 -0.457 4.688 0.072
H 1.993 0.956 3.641 0.055
H 2.791 -0.609 3.320 0.051
H -0.682 0.303 4.462 0.072
H -1.842 -0.213 3.194 0.051
H -0.945 1.317 3.006 0.021
H 0.093 -2.294 4.229 0.076
H 0.912 -3.001 2.801 0.030
H -0.836 -2.647 2.739 0.039
H 2.541 -3.780 -2.147 0.070
H 2.163 -2.108 -2.665 0.003
H 0.904 -3.372 -2.758 0.048
H 1.102 -5.091 -0.373 0.079
H -0.475 -4.383 -0.812 0.051
H 0.071 -4.363 0.890 0.044
H 3.285 -3.911 -0.077 0.070
H 2.635 -3.282 1.478 0.042
H 3.534 -2.202 0.377 -0.012
C 6.078 -0.336 -2.383 -0.603
C 7.273 -0.590 -1.673 -0.099
C 8.517 -0.545 -2.314 -0.050
C 8.597 -0.275 -3.692 -0.037
C 7.423 0.047 -4.392 -0.055
C 6.177 0.034 -3.743 -0.104
S 4.512 -0.650 -1.633 0.801
H 4.028 0.576 -1.260 -0.166
H 7.217 -0.874 -0.623 0.104
H 9.434 -0.728 -1.746 0.122
H 9.561 -0.312 -4.213 0.126
H 7.505 0.299 -5.454 0.120
H 5.265 0.258 -4.300 0.099
C -2.744 3.300 0.470 -0.139
P -0.967 3.429 0.270 0.642
C -0.618 4.326 -1.232 -0.141
C -0.222 4.402 1.581 -0.139
O -0.320 2.025 0.235 -0.604
H -2.991 2.932 1.476 0.080
H -3.160 2.599 -0.263 0.032
H -3.249 4.267 0.326 0.094
H -0.657 5.399 -0.990 0.087
H 0.377 4.069 -1.615 0.047
H -1.378 4.111 -1.994 0.081
H -0.626 4.131 2.568 0.076
H 0.867 4.240 1.573 0.075
H -0.420 5.469 1.397 0.084
```

Summary:
Maximum force (eV Å⁻¹): 1.93
Molar mass (g/mol): 603.6
E_tot (Ha): -3235.9824
HOMO energy (alpha / beta) (eV): -15.61 / -15.61
Charge: +3
2S+1: 5

Question: maximum force of number 1 (C20H46N2O9PS5)?
Answer: 9.57 eV Å⁻¹

Question: What is the charge in the second record?
Answer: +1

Question: Among the records above, which one has the highest maximum force?
Answer: C20H46N2O9PS5